{
  "formula": "C22H58InO6S5",
  "method": "ωB97M-V/def2-TZVPD",
  "species": ["C", "C", "C", "C", "C", "In", "O", "C", "C", "C", "C", "C", "C", "C", "H", "H", "H", "H", "H", "H", "H", "H", "H", "H", "H", "H", "H", "H", "H", "H", "H", "H", "H", "H", "H", "H", "H", "H", "H", "H", "H", "H", "C", "S", "O", "C", "H", "H", "H", "H", "H", "H", "C", "S", "O", "C", "H", "H", "H", "H", "H", "H", "C", "S", "O", "C", "H", "H", "H", "H", "H", "H", "C", "S", "O", "C", "H", "H", "H", "H", "H", "H", "C", "S", "O", "C", "H", "H", "H", "H", "H", "H"],
  "positions_angstrom": [[1.0488, 9.5840, -0.5246], [1.8206, 9.0395, -1.7230], [2.1171, 7.5234, -1.6547], [1.7253, 6.7173, -2.8955], [0.2193, 6.7831, -3.1482], [2.3055, 4.6023, -2.6208], [1.1783, 4.0207, -0.9511], [0.1957, 3.0604, -1.1112], [0.0104, 2.2155, 0.1619], [-0.5455, 3.1284, 1.2583], [1.3460, 1.5018, 0.4765], [1.8387, 1.4794, 1.9242], [1.0544, 0.4726, 2.7643], [3.3254, 1.1395, 1.9642], [0.2079, 8.9279, -0.2821], [1.6792, 9.6430, 0.3671], [0.6472, 10.5837, -0.7147], [1.2550, 9.2527, -2.6354], [2.7649, 9.5871, -1.8152], [3.1845, 7.3809, -1.4554], [1.5958, 7.0955, -0.7873], [2.2634, 7.1199, -3.7643], [-0.3303, 6.3375, -2.3103], [-0.0563, 6.2216, -4.0464], [-0.1703, 7.8057, -3.2747], [1.7703, 3.5758, -3.9685], [4.0140, 4.3909, -2.1998], [-0.7802, 3.5327, -1.3322], [0.4028, 2.3681, -1.9500], [-0.7402, 1.4590, -0.0841], [-1.5965, 3.3547, 1.0491], [0.0041, 4.0732, 1.2611], [-0.5067, 2.6962, 2.2607], [2.1164, 1.9618, -0.1496], [1.2612, 0.4500, 0.1700], [1.7136, 2.4785, 2.3544], [-0.0216, 0.5888, 2.6311], [1.2881, 0.5584, 3.8301], [1.3055, -0.5438, 2.4388], [3.9261, 1.9575, 1.5638], [3.6647, 0.9307, 2.9835], [3.5236, 0.2513, 1.3540], [-3.6745, -2.3253, 1.0786], [-3.0448, -0.6432, 1.1428], [-1.6799, -0.7239, 0.5674], [-2.8643, -0.5818, 2.9292], [-3.8202, -2.5904, 0.0335], [-2.9029, -2.9565, 1.5147], [-4.6153, -2.4079, 1.6229], [-2.2182, -1.3989, 3.2512], [-3.8488, -0.6507, 3.3918], [-2.4084, 0.3765, 3.1711], [0.5194, -4.1236, 2.1095], [-0.6321, -4.5938, 0.8163], [-1.7611, -5.2988, 1.4988], [0.4041, -5.8444, 0.0678], [0.0351, -3.3588, 2.7133], [0.7522, -4.9991, 2.7161], [1.4169, -3.7072, 1.6529], [0.6669, -6.5981, 0.8112], [1.2949, -5.3736, -0.3476], [-0.1564, -6.3022, -0.7445], [-4.0634, -9.8143, 2.0080], [-2.5413, -9.0749, 1.3974], [-1.5471, -10.1800, 1.3182], [-2.1668, -8.1421, 2.8815], [-4.4461, -10.4602, 1.2205], [-3.8399, -10.4016, 2.8983], [-4.7861, -9.0283, 2.2269], [-2.0879, -8.8328, 3.7213], [-2.9399, -7.3919, 3.0408], [-1.2248, -7.6305, 2.7053], [-4.8867, 1.2452, -2.0776], [-3.9937, 2.2671, -0.8974], [-5.0269, 2.8399, 0.0116], [-3.5574, 3.5630, -2.0580], [-5.2882, 0.3970, -1.5258], [-5.6982, 1.8289, -2.5118], [-4.1972, 0.8952, -2.8459], [-4.4695, 3.9701, -2.4953], [-2.8909, 3.1580, -2.8192], [-3.0289, 4.3294, -1.4965], [5.2774, -6.2208, -3.0856], [4.3360, -6.2024, -1.5561], [2.9234, -5.9418, -1.9409], [4.9872, -4.6447, -0.9417], [4.9666, -7.1023, -3.6422], [5.0464, -5.3195, -3.6523], [6.3416, -6.2814, -2.8582], [4.7747, -3.8600, -1.6669], [6.0587, -4.7396, -0.7661], [4.4798, -4.4302, -0.0034]],
  "atomic_forces_ev_per_a": [[-0.07, -0.02, 0.07], [0.07, 0.01, -0.08], [0.04, 0.02, 0.08], [-0.06, -0.01, 0.14], [-0.06, 0.03, -0.05], [0.23, 0.00, -0.20], [0.02, -0.02, -0.06], [0.01, -0.02, 0.06], [-0.04, 0.06, -0.10], [0.01, 0.02, -0.03], [-0.02, -0.11, -0.02], [-0.02, 0.09, 0.05], [-0.03, -0.04, -0.04], [0.06, -0.02, -0.01], [0.01, 0.04, -0.04], [-0.02, -0.05, -0.02], [0.06, 0.00, 0.02], [0.02, -0.01, 0.03], [-0.06, 0.03, -0.07], [-0.03, -0.02, 0.03], [0.00, 0.02, -0.04], [-0.04, 0.02, -0.01], [0.05, -0.01, -0.01], [0.00, 0.03, 0.02], [0.02, -0.03, 0.00], [-0.05, -0.03, 0.05], [-0.03, 0.00, 0.06], [-0.10, -0.04, -0.08], [-0.01, 0.04, 0.02], [-0.01, -0.03, 0.18], [0.03, 0.03, -0.03], [0.02, -0.05, 0.07], [0.00, -0.01, -0.01], [0.00, 0.04, 0.12], [0.01, 0.06, -0.13], [-0.01, -0.04, 0.01], [0.00, 0.01, -0.01], [0.02, -0.01, -0.02], [-0.03, 0.01, 0.02], [-0.01, -0.02, -0.04], [0.00, 0.02, 0.00], [0.01, 0.00, 0.05], [0.03, 0.05, 0.10], [-0.21, 0.02, -0.15], [0.16, -0.06, 0.03], [0.02, 0.05, 0.01], [0.02, 0.04, -0.01], [-0.10, -0.21, 0.01], [0.01, 0.00, 0.01], [0.00, 0.00, -0.01], [0.00, 0.00, 0.01], [0.00, 0.00, 0.00], [0.02, 0.04, -0.01], [-0.01, 0.12, -0.15], [-0.02, -0.08, 0.12], [0.02, -0.01, 0.02], [0.00, 0.01, -0.01], [0.00, -0.01, 0.00], [0.00, 0.01, 0.01], [0.00, 0.00, 0.00], [-0.02, -0.05, -0.02], [-0.03, 0.01, 0.02], [-0.04, 0.02, 0.01], [0.01, 0.06, -0.08], [0.03, -0.04, 0.03], [-0.01, -0.02, 0.04], [0.00, -0.01, 0.01], [0.01, 0.00, 0.00], [-0.01, -0.01, 0.00], [0.00, -0.01, -0.01], [0.02, 0.02, -0.01], [-0.02, 0.02, 0.00], [0.05, -0.06, -0.03], [0.07, 0.06, 0.07], [-0.06, -0.01, 0.02], [0.00, 0.01, -0.03], [0.00, 0.01, 0.00], [0.00, 0.01, 0.01], [-0.01, -0.01, 0.00], [0.00, -0.01, 0.01], [0.01, 0.01, 0.00], [0.01, 0.02, 0.01], [0.03, -0.01, -0.01], [0.05, 0.03, -0.01], [-0.04, -0.01, 0.02], [0.02, 0.00, 0.01], [0.00, 0.00, 0.00], [-0.01, 0.00, 0.00], [0.00, 0.00, -0.01], [-0.01, 0.00, 0.00], [0.00, 0.01, 0.00], [0.00, 0.00, 0.00]],
  "mulliken_charge": [-1.278, -0.359, -0.682, -0.270, -1.255, 0.852, -0.752, -0.587, 1.971, -1.895, -1.198, 0.837, -0.908, -1.761, 0.334, 0.301, 0.365, 0.282, 0.332, 0.356, 0.211, 0.401, 0.204, 0.328, 0.380, -0.447, -0.429, -0.216, 0.542, -0.270, 0.300, 0.337, 0.448, 0.273, 0.301, 0.371, -0.170, 0.413, 0.263, 0.413, 0.435, 0.295, -0.857, 0.699, -0.582, -1.066, 0.355, 0.007, 0.416, 0.249, 0.441, 0.264, -0.888, 0.621, -0.592, -0.970, 0.187, 0.371, 0.361, 0.242, 0.369, 0.344, -0.928, 0.580, -0.657, -0.811, 0.318, 0.278, 0.333, 0.445, 0.315, 0.105, -1.125, 0.883, -0.735, -1.198, 0.303, 0.381, 0.345, 0.478, 0.373, 0.265, -0.982, 0.508, -0.586, -0.914, 0.322, 0.312, 0.377, 0.312, 0.390, 0.270],
  "total_energy_ev": -95385.8596,
  "total_charge": -1,
  "e_homo_ha": -0.158,
  "orbital_gap_ha": 0.2230
}

---

{
  "formula": "C22H59BClN6NbO12P3S2",
  "method": "ωB97M-V/def2-TZVPD",
  "species": ["C", "C", "O", "C", "C", "O", "Nb", "O", "B", "O", "O", "P", "S", "P", "S", "P", "O", "Cl", "H", "H", "H", "H", "H", "H", "H", "H", "H", "H", "H", "H", "H", "H", "H", "H", "H", "C", "C", "O", "N", "C", "H", "H", "H", "H", "H", "H", "H", "C", "C", "O", "N", "C", "H", "H", "H", "H", "H", "H", "H", "C", "C", "O", "N", "C", "H", "H", "H", "H", "H", "H", "H", "C", "C", "O", "N", "C", "H", "H", "H", "H", "H", "H", "H", "C", "C", "O", "N", "C", "H", "H", "H", "H", "H", "H", "H", "C", "C", "O", "N", "C", "H", "H", "H", "H", "H", "H", "H"],
  "positions_angstrom": [[-2.2329, 1.2400, 1.6564], [-1.6858, 0.7864, 0.3125], [-1.0597, -0.4815, 0.4123], [0.3563, -0.4317, 0.3003], [1.0938, 0.1844, 1.4776], [1.2833, 1.5952, 1.3597], [2.6091, 2.3036, 2.6812], [2.3302, 0.7675, 4.0158], [1.4235, 0.9823, 4.9897], [0.4278, 0.0698, 5.2581], [1.4616, 2.1222, 5.7921], [4.6893, 1.2137, 1.5512], [4.2968, 0.6184, -0.3059], [4.2187, 3.4406, 4.4063], [6.0973, 2.7904, 4.2983], [2.8791, 4.3723, 1.1280], [4.4602, 4.8888, 1.2827], [2.5875, 3.8894, -0.8485], [-2.3521, 2.3141, 1.6996], [-3.1685, 0.7325, 1.8360], [-1.5542, 0.9406, 2.4433], [-1.0387, 1.5362, -0.1251], [-2.5443, 0.6770, -0.3427], [0.7017, -1.4565, 0.2079], [0.6673, 0.0805, -0.6037], [2.0489, -0.3350, 1.5082], [0.5690, -0.0433, 2.3983], [1.2693, 3.2795, 3.4726], [-0.0127, 0.3239, 6.0739], [0.5798, 2.4898, 5.9002], [5.7789, 2.0891, 1.5061], [5.0579, 0.1031, 2.3372], [3.7866, 3.2448, 5.7260], [4.1993, 4.8359, 4.1730], [4.4204, 5.6631, 1.8558], [11.5226, 0.7221, 3.2262], [10.0581, 0.6348, 3.6055], [9.3172, -0.1915, 3.1056], [9.6086, 1.5207, 4.5323], [10.3574, 2.5522, 5.2176], [11.7315, -0.0410, 2.4837], [11.7531, 1.6994, 2.8006], [12.1579, 0.5509, 4.0963], [8.6265, 1.4292, 4.7517], [10.3203, 2.3872, 6.2967], [9.9193, 3.5297, 5.0073], [11.3947, 2.5571, 4.9013], [-4.2069, -5.1908, -1.0334], [-3.7081, -3.7769, -0.8734], [-4.4070, -2.8235, -1.1995], [-2.4550, -3.6391, -0.3773], [-1.5381, -4.6970, -0.0094], [-5.2110, -5.1611, -1.4447], [-3.5651, -5.7412, -1.7205], [-4.2322, -5.6979, -0.0672], [-2.1439, -2.6788, -0.2601], [-1.2813, -4.6008, 1.0434], [-0.6245, -4.6091, -0.6015], [-1.9724, -5.6756, -0.1705], [-3.8932, -4.0945, -6.4489], [-3.9465, -4.0685, -4.9360], [-3.3410, -4.8945, -4.2602], [-4.6878, -3.1000, -4.3608], [-5.4564, -2.0538, -5.0133], [-3.2635, -4.9227, -6.7591], [-4.8906, -4.2338, -6.8667], [-3.4711, -3.1664, -6.8348], [-4.6753, -3.1319, -3.3480], [-5.0894, -1.0824, -4.7026], [-6.5035, -2.1360, -4.7180], [-5.3893, -2.1174, -6.0921], [-1.6516, -7.7517, 4.5161], [-1.6971, -6.5617, 3.5839], [-2.4866, -6.4995, 2.6562], [-0.8187, -5.5529, 3.8230], [0.1821, -5.4575, 4.8696], [-2.4055, -8.4652, 4.2005], [-0.6738, -8.2329, 4.4796], [-1.8627, -7.4459, 5.5412], [-0.8980, -4.7852, 3.1756], [-0.0087, -4.5805, 5.4896], [1.1749, -5.3565, 4.4290], [0.1689, -6.3395, 5.4996], [-6.0766, 1.6616, -3.7843], [-6.1647, 1.6798, -5.2904], [-6.1698, 0.6515, -5.9459], [-6.2260, 2.8897, -5.9019], [-6.2105, 4.2057, -5.2953], [-6.0315, 0.6302, -3.4469], [-5.1833, 2.1790, -3.4489], [-6.9543, 2.1354, -3.3425], [-6.2748, 2.8292, -6.9058], [-7.1212, 4.7492, -5.5592], [-5.3491, 4.7689, -5.6565], [-6.1474, 4.1336, -4.2182], [-1.2620, 4.0125, -4.1503], [-1.4818, 5.4882, -3.9202], [-2.5153, 5.9298, -3.4473], [-0.4815, 6.3297, -4.2532], [0.8154, 6.0265, -4.8180], [-2.1500, 3.4749, -3.8329], [-1.0878, 3.8095, -5.2073], [-0.4098, 3.6563, -3.5705], [-0.6973, 7.2950, -4.0635], [1.5874, 6.3762, -4.1315], [0.9346, 6.5459, -5.7707], [0.9439, 4.9625, -4.9762]],
  "atomic_forces_ev_per_a": [[0.43, -0.28, -0.05], [-0.63, 0.09, 0.21], [0.31, -0.06, -0.21], [0.00, 0.16, 0.17], [-0.28, -0.41, -0.48], [1.19, 0.76, 1.66], [-3.68, -3.17, -1.58], [0.56, 1.36, -0.97], [-0.06, 0.03, 0.49], [-0.19, -0.41, -0.14], [0.09, 0.18, 0.13], [0.51, 0.51, -0.43], [-0.30, -0.21, 0.02], [0.40, 0.04, -0.49], [0.37, -0.09, 0.07], [0.02, 0.04, 0.73], [-0.15, -0.11, -0.17], [0.30, 0.04, -0.03], [-0.19, 0.27, -0.03], [-0.40, 0.00, 0.19], [0.26, 0.06, 0.26], [0.44, 0.06, -0.04], [-0.06, -0.14, -0.41], [-0.12, -0.28, 0.04], [0.01, 0.23, -0.32], [0.32, 0.08, 0.03], [-0.19, -0.08, 0.24], [0.78, 0.51, 0.14], [-0.10, -0.17, -0.07], [0.10, 0.08, 0.17], [0.24, -0.23, 0.36], [0.34, 0.23, 0.18], [-0.29, 0.48, 0.01], [-0.16, 0.10, 0.53], [0.17, 0.15, -0.27], [0.00, -0.02, -0.03], [-0.04, 0.06, 0.04], [0.05, -0.09, -0.02], [0.10, -0.14, 0.01], [-0.37, -0.03, 0.01], [-0.08, -0.04, -0.01], [0.07, 0.02, 0.06], [0.05, 0.08, -0.01], [-0.07, 0.08, -0.08], [0.09, 0.05, 0.01], [0.07, 0.04, 0.02], [0.02, -0.02, -0.02], [-0.09, -0.12, 0.07], [0.22, -0.50, -0.09], [0.12, 0.29, -0.03], [-0.42, 0.48, -0.10], [0.18, 0.41, -0.06], [-0.01, 0.06, -0.02], [-0.03, -0.02, -0.01], [0.05, -0.06, -0.02], [-0.02, -0.11, -0.03], [0.03, -0.16, 0.03], [0.01, -0.10, 0.00], [-0.03, 0.01, 0.06], [0.07, -0.08, 0.01], [0.02, -0.04, 0.09], [-0.01, 0.00, -0.10], [0.05, -0.27, -0.15], [0.13, -0.26, 0.56], [0.02, -0.03, 0.07], [0.00, 0.08, -0.05], [-0.08, 0.03, -0.05], [-0.05, 0.21, 0.13], [-0.02, 0.09, -0.11], [-0.06, 0.10, -0.12], [0.03, 0.00, -0.03], [-0.02, -0.02, -0.04], [0.00, 0.06, -0.02], [-0.03, -0.05, 0.02], [-0.02, -0.16, 0.09], [-0.07, 0.23, -0.24], [-0.04, 0.03, -0.07], [0.02, 0.01, 0.09], [0.08, -0.03, 0.03], [0.01, 0.05, 0.03], [0.05, -0.03, 0.07], [0.04, -0.03, 0.08], [-0.02, -0.04, 0.00], [-0.15, -0.10, -0.02], [0.06, -0.02, 0.04], [-0.11, -0.01, -0.19], [-0.04, 0.00, 0.11], [-0.02, -0.01, -0.40], [-0.01, 0.00, -0.06], [0.08, 0.14, 0.13], [0.07, 0.06, 0.05], [0.01, 0.00, -0.03], [0.04, 0.04, 0.10], [-0.01, 0.09, 0.13], [0.03, -0.01, 0.11], [-0.03, 0.00, 0.02], [-0.13, -0.17, 0.10], [-0.36, -0.05, 0.05], [0.18, 0.08, -0.22], [0.00, 0.38, 0.18], [-0.03, 0.05, 0.03], [0.09, -0.05, 0.00], [0.04, -0.03, -0.06], [0.02, 0.02, 0.03], [0.17, -0.14, -0.09], [0.08, -0.10, -0.05], [-0.05, -0.05, 0.03]],
  "mulliken_charge": [-0.856, -0.282, -0.338, -1.162, 0.037, -0.352, 0.060, -0.824, 0.830, -0.480, -0.560, 0.059, -0.466, 0.221, -0.456, 0.297, -0.501, -0.234, 0.321, 0.378, 0.008, 0.166, 0.448, 0.405, 0.421, 0.557, 0.217, 0.101, 0.268, 0.270, 0.102, 0.072, 0.020, -0.044, 0.313, -1.273, 0.836, -0.645, -0.095, -0.864, 0.283, 0.342, 0.356, 0.149, 0.296, 0.272, 0.325, -1.541, 0.936, -0.743, 0.044, -0.373, 0.276, 0.391, 0.537, 0.094, -0.293, 0.302, 0.389, -1.420, 0.972, -0.647, 0.094, -0.969, 0.324, 0.337, 0.350, 0.037, 0.199, 0.258, 0.408, -1.355, 0.871, -0.602, -0.064, -0.877, 0.287, 0.371, 0.367, 0.061, 0.287, 0.298, 0.345, -1.166, 0.829, -0.639, -0.158, -0.826, 0.231, 0.280, 0.398, 0.229, 0.281, 0.274, 0.321, -1.029, 0.775, -0.673, -0.153, -0.804, 0.117, 0.347, 0.338, 0.220, 0.270, 0.275, 0.318],
  "total_energy_ev": -121575.3815,
  "total_charge": -1,
  "e_homo_ha": -0.170,
  "orbital_gap_ha": 0.2102
}

---

> What is the formula in the first record?

C22H58InO6S5